No. 1
Below is an isolated ion of composition C9H15N2O and charge +1, with properties calculated with ωB97M-V/def2-TZVPD.

Each line ends with the natural charge from an NBO analysis.
Positions of all 27 atoms, in Å:
C 4.503 -0.727 -0.218  -0.25
O 3.322 -0.985 -0.956  -0.53
C 2.389 0.062 -0.927  -0.05
C 1.511 0.022 0.321  -0.43
C 0.400 1.068 0.261  -0.43
C -0.743 0.824 1.257  -0.22
N -1.982 0.329 0.598  -0.05
C -1.948 -0.727 -0.210  0.08
C -3.116 -1.180 -0.812  -0.18
C -4.274 -0.512 -0.531  -0.13
C -4.203 0.585 0.340  0.04
N -3.077 0.996 0.885  -0.14
H 4.989 0.189 -0.572  0.17
H 4.307 -0.639 0.857  0.16
H 5.170 -1.570 -0.384  0.21
H 2.894 1.035 -1.015  0.17
H 1.758 -0.059 -1.815  0.18
H 1.092 -0.989 0.405  0.19
H 2.116 0.182 1.218  0.22
H 0.797 2.066 0.454  0.24
H -0.008 1.109 -0.756  0.21
H -0.474 0.070 2.000  0.23
H -1.053 1.723 1.782  0.26
H -0.980 -1.184 -0.371  0.26
H -3.083 -2.033 -1.476  0.27
H -5.226 -0.807 -0.952  0.26
H -5.082 1.153 0.617  0.25

Results
**Charge**: +1
**Energy**: -536.3948 Ha
**LUMO energy**: -4.9623 eV
**Relative energy (zero: lowest compared OMol25 entry of this formula, charge and spin)**: 1.918 eV
**Highest occupied orbital energy**: -0.45967 Eh

***

No. 2
Below is an isolated ion of composition C9H15N2O2S and charge +1, with properties calculated with ωB97M-V/def2-TZVPD.

Each line ends with the Mulliken spin population.
Positions of all 29 atoms, in Å:
C -0.546 -0.374 -1.818  0.48
C 0.845 -1.020 0.160  0.05
C -0.333 -1.665 -2.279  0.91
C 1.293 -2.172 -0.359  -0.04
C -0.121 -0.004 -0.446  0.14
C 0.618 -2.569 -1.631  -0.01
C 1.996 1.213 -0.745  0.00
C -1.622 -0.329 2.977  0.00
C -0.036 2.436 -0.496  0.16
N -1.861 2.379 1.702  0.01
N 0.579 1.289 -0.590  0.05
O -1.275 0.083 0.338  0.02
O 0.238 1.147 2.012  0.00
S -1.161 1.012 1.842  0.02
H -1.116 0.394 -2.333  0.02
H 1.294 -0.791 1.104  0.00
H -0.851 -1.996 -3.265  0.01
H 1.843 -2.966 0.043  0.00
H 0.124 -3.598 -1.385  0.07
H 1.365 -2.955 -2.495  0.07
H 2.624 1.166 0.251  0.00
H 2.449 2.077 -1.255  0.00
H 2.214 0.356 -1.323  0.00
H -2.619 -0.564 3.113  0.00
H -1.216 -1.211 2.545  0.00
H -1.247 0.088 3.877  0.00
H -1.126 2.564 -0.423  0.01
H 0.456 3.437 -0.624  0.00
H -2.810 2.572 1.502  0.00

Results
**Charge**: +1
**Energy**: -1009.5523 Ha
**LUMO energy (alpha / beta)**: -4.1151 / -6.2024 eV
**Multiplicity**: 3
**Highest occupied orbital energy (alpha / beta)**: -0.33972 / -0.49121 Eh

***

No. 3
Below is C9H15N2ReS4SbSe4Si as an isolated structure, with properties calculated with ωB97M-V/def2-TZVPD.

Each line ends with the natural charge from an NBO analysis.
Positions of all 37 atoms, in Å:
Re 0.739 0.272 -0.681  0.46
C 2.082 -0.157 2.829  -0.67
C 1.308 -1.253 2.169  0.30
C 1.024 -2.444 2.815  -0.28
C 0.271 -3.414 2.168  -0.09
C -0.173 -3.231 0.868  -0.30
C 0.195 -2.049 0.243  0.38
N 0.881 -1.100 0.909  -0.51
N -0.036 -1.557 -1.032  -0.97
Si -0.503 -2.728 -2.329  1.79
C -2.261 -3.247 -1.993  -1.14
C -0.371 -2.028 -4.047  -1.14
C 0.715 -4.137 -2.239  -1.14
H 3.154 -0.346 2.735  0.25
H 1.837 -0.122 3.889  0.24
H 1.869 0.810 2.376  0.23
H 1.368 -2.593 3.828  0.24
H 0.020 -4.330 2.688  0.24
H -0.775 -3.971 0.367  0.24
H -2.895 -2.374 -1.829  0.25
H -2.361 -3.901 -1.127  0.24
H -2.660 -3.787 -2.855  0.26
H -1.164 -1.333 -4.322  0.25
H -0.471 -2.896 -4.706  0.26
H 0.595 -1.570 -4.256  0.25
H 0.734 -4.680 -1.295  0.24
H 1.726 -3.775 -2.441  0.25
H 0.465 -4.855 -3.024  0.26
S 2.969 0.130 -0.436  -0.01
S 3.977 1.734 -1.321  0.05
S 2.946 1.945 -3.041  -0.02
S -0.198 0.758 -2.844  -0.11
Se -1.337 0.604 2.583  -0.28
Sb -0.925 2.480 4.295  0.80
Se 0.952 2.381 -2.089  0.51
Se -0.591 1.694 0.640  0.07
Se -1.502 1.289 6.194  -0.42

Results
**Charge**: +1
**Energy**: -12267.9187 Ha
**LUMO energy**: -4.8051 eV
**Relative energy (zero: lowest compared OMol25 entry of this formula, charge and spin)**: 0.000 eV
**Highest occupied orbital energy**: -0.40799 Eh

***

No. 4
Below is an isolated ion of composition C9H15N2S and charge +1, with properties calculated with ωB97M-V/def2-TZVPD.

Each line ends with the natural charge from an NBO analysis.
Positions of all 27 atoms, in Å:
C -1.821 -0.158 -0.381  -0.16
C -1.491 0.997 0.184  -0.05
C -1.000 -1.270 -0.872  0.22
C 0.826 1.303 -0.140  0.26
C -1.233 -1.808 -2.249  -0.68
C 2.103 -2.253 -0.253  -0.62
C 0.827 3.836 0.963  -0.67
C 0.707 -2.896 -0.328  -0.25
C -0.262 2.834 1.256  -0.20
N -0.247 -1.833 -0.010  -0.39
N -0.288 1.633 0.418  -0.42
S 2.291 0.969 -0.538  0.49
H -2.911 -0.356 -0.455  0.25
H -2.384 1.577 0.463  0.24
H -0.650 -2.669 -2.447  0.23
H -0.964 -1.017 -3.003  0.23
H -2.280 -2.004 -2.338  0.24
H 2.343 -1.955 -1.179  0.21
H 1.973 -1.630 0.532  0.22
H 2.827 -3.035 0.116  0.23
H 1.850 3.416 0.958  0.23
H 0.854 4.352 -0.012  0.24
H 0.716 4.745 1.670  0.27
H 0.377 -3.462 -1.223  0.18
H 0.464 -3.642 0.494  0.22
H -1.295 3.135 1.036  0.23
H -0.230 2.613 2.297  0.24

Results
**Charge**: +1
**Energy**: -859.2517 Ha
**LUMO energy**: -5.4910 eV
**Relative energy (zero: lowest compared OMol25 entry of this formula, charge and spin)**: 3.216 eV
**Highest occupied orbital energy**: -0.46696 Eh

***

No. 5
Below is an isolated ion of composition C9H15N3 and charge +2, with properties calculated with ωB97M-V/def2-TZVPD.

Each line ends with the natural charge from an NBO analysis.
Positions of all 27 atoms, in Å:
C -0.616 0.357 -0.166  -0.02
C 1.583 1.186 -0.430  0.62
C 0.856 -1.828 -0.234  -0.56
C -1.912 0.988 -0.040  0.34
C -0.395 -1.004 0.090  0.03
C 2.131 -1.212 0.219  0.57
C 3.216 -2.169 0.517  -0.77
C -4.406 1.333 0.274  -0.61
C -3.157 0.461 0.543  -0.56
N 0.337 1.251 -0.595  -0.50
N 2.311 0.106 0.225  -0.53
N 2.334 2.077 -1.128  -0.75
H 0.889 -2.810 0.111  0.28
H 1.016 -1.916 -1.294  0.32
H -1.939 2.056 -0.399  0.26
H -1.313 -1.690 0.278  0.26
H 2.987 -3.273 0.594  0.31
H 3.778 -1.681 1.404  0.30
H 4.162 -2.147 -0.214  0.34
H -4.162 2.379 0.534  0.23
H -5.327 1.000 0.856  0.27
H -4.704 1.209 -0.832  0.24
H -3.228 -0.665 0.295  0.27
H -3.099 0.623 1.675  0.34
H 3.371 0.371 0.367  0.45
H 1.958 2.744 -1.754  0.45
H 3.332 2.255 -0.896  0.42

Results
**Charge**: +2
**Energy**: -515.4675 Ha
**LUMO energy**: -9.8184 eV
**Relative energy (zero: lowest compared OMol25 entry of this formula, charge and spin)**: 4.281 eV
**Highest occupied orbital energy**: -0.61563 Eh

***

No. 6
Below is a 2-piece molecular cluster, C9H15N4 overall, with properties calculated with ωB97M-V/def2-TZVPD.

Each line ends with the natural charge from an NBO analysis.
Positions of all 28 atoms, in Å:
C 1.404 2.088 -0.229  -0.18
C 2.068 1.713 -1.356  -0.23
C 0.864 -0.378 -1.430  -0.25
C 0.484 1.214 0.414  0.11
C 0.215 -0.029 -0.258  0.15
C 1.815 0.473 -1.992  0.20
C -1.588 -0.394 1.189  0.54
C -2.410 -1.126 2.129  -0.76
C -0.402 2.661 2.150  -0.45
N -0.786 -0.811 0.286  -0.57
N -0.081 1.408 1.582  -0.30
N 2.489 0.138 -3.115  -0.75
N -1.031 -3.327 -0.596  -1.05
H 1.643 3.026 0.247  0.23
H 2.805 2.373 -1.788  0.23
H 0.608 -1.299 -1.931  0.20
H -3.235 -0.517 2.494  0.26
H -1.792 -1.404 2.985  0.28
H -2.802 -2.040 1.678  0.24
H -0.051 2.678 3.185  0.23
H 0.008 3.507 1.591  0.19
H -1.489 2.775 2.176  0.23
H -0.856 -1.833 -0.108  0.44
H 3.075 0.817 -3.568  0.41
H 2.264 -0.699 -3.621  0.40
H -1.899 -3.432 -1.112  0.40
H -1.053 -3.960 0.196  0.40
H -0.269 -3.621 -1.197  0.40

Results
**Charge**: +1
**Energy**: -570.6451 Ha
**LUMO energy (alpha / beta)**: -3.8000 / -4.1968 eV
**Relative energy (zero: lowest compared OMol25 entry of this formula, charge and spin)**: 1.755 eV
**Highest occupied orbital energy (alpha / beta)**: -0.38229 / -0.40390 Eh

***

No. 7
Below is C9H15N4O2SZr as an isolated structure, with properties calculated with ωB97M-V/def2-TZVPD.

Each line ends with the Löwdin charge.
Positions of all 32 atoms, in Å:
Zr 0.466 0.778 0.066  1.75
N -3.418 2.823 1.060  0.18
C -2.399 2.092 0.675  -0.73
S -0.766 2.785 0.866  0.72
N -2.620 0.899 0.173  0.02
N -1.559 0.178 -0.214  -0.21
C -1.758 -0.950 -0.837  0.03
C -0.598 -1.667 -1.332  -0.23
C -0.692 -2.838 -2.062  0.07
C 0.472 -3.426 -2.549  0.07
C 1.699 -2.816 -2.306  0.03
C 1.728 -1.645 -1.577  -0.07
N 0.608 -1.071 -1.084  -0.09
H -3.296 3.746 1.448  0.13
H -4.366 2.482 0.948  0.16
H -2.764 -1.318 -1.013  0.17
H -1.659 -3.288 -2.249  0.15
H 0.426 -4.347 -3.117  0.15
H 2.619 -3.243 -2.682  0.15
H 2.671 -1.144 -1.380  0.13
O 0.880 1.932 -1.797  -0.09
H 1.336 1.645 -2.606  0.13
H 0.576 2.832 -1.997  0.13
C 0.573 0.484 3.127  -0.05
C 1.829 1.063 2.488  -0.20
O 2.133 0.297 1.243  -0.22
H 0.159 1.203 3.833  0.12
H 0.799 -0.432 3.675  0.12
H -0.220 0.248 2.383  0.04
H 2.674 1.004 3.170  0.16
H 1.716 2.109 2.187  0.11
H 2.751 -0.418 1.457  0.17

Results
**Charge**: +3
**Energy**: -1165.7012 Ha
**LUMO energy**: -12.4609 eV
**Highest occupied orbital energy**: -0.68962 Eh

***

No. 8
Below is one molecule with the formula C9H15NO2, with properties calculated with ωB97M-V/def2-TZVPD.

Each line ends with the natural charge from an NBO analysis.
Positions of all 27 atoms, in Å:
C 0.034 -2.394 0.464  -0.63
C -0.620 -1.028 0.131  0.01
C -1.631 -0.697 1.217  -0.62
C -1.210 -0.814 -1.281  -0.45
C -0.035 -0.090 -1.796  -0.34
C 0.605 0.007 -0.087  0.08
C 0.612 1.260 0.673  -0.27
C 1.225 2.595 0.213  -0.41
C -0.293 2.439 0.287  -0.41
N 1.994 -0.541 -0.067  0.53
O 2.308 -1.256 -0.978  -0.39
O 2.688 -0.145 0.813  -0.37
H 0.875 -2.303 1.162  0.21
H 0.577 -2.765 -0.385  0.23
H -0.683 -3.128 0.881  0.21
H -1.248 -0.877 2.135  0.21
H -2.352 -1.505 1.190  0.22
H -1.965 0.297 1.140  0.22
H -2.013 -0.060 -1.280  0.21
H -1.533 -1.710 -1.850  0.22
H 0.597 -0.557 -2.507  0.23
H -0.399 0.917 -2.192  0.20
H 0.507 1.123 1.725  0.23
H 1.687 2.566 -0.816  0.22
H 1.869 3.159 0.928  0.23
H -0.772 3.094 0.920  0.22
H -0.826 2.418 -0.639  0.21

Results
**Energy**: -556.9600 Ha
**LUMO energy**: 0.5798 eV
**Relative energy (zero: lowest compared OMol25 entry of this formula, charge and spin)**: 5.970 eV
**Highest occupied orbital energy**: -0.36382 Eh